The molecule C10H14N2O5S, computed with ωB97M-V/def2-TZVPD.

Atoms and positions in Å:
H 6.578 -0.691 -0.701
N -3.351 -0.131 -0.702
C -0.538 -0.638 1.455
H 7.126 0.689 0.298
O -5.701 1.451 -0.196
C 0.795 -0.307 1.600
C 1.676 -0.455 0.526
O 3.990 -0.442 -1.330
C -0.128 -1.277 -0.827
H -5.642 0.512 -0.416
H 6.190 0.967 -1.203
H -4.308 2.235 -1.497
H -4.419 2.964 0.126
H 1.160 0.065 2.546
H -0.512 -1.678 -1.752
S -2.724 -1.496 0.031
C 1.207 -0.946 -0.692
O 5.163 0.279 0.460
C -0.989 -1.121 0.242
H -3.064 -0.056 -1.666
C 6.335 0.311 -0.343
O -3.343 -1.598 1.317
H -3.484 0.819 1.089
H 3.259 0.202 1.655
C -4.444 2.020 -0.425
C -3.312 1.103 0.048
H -2.345 1.617 -0.034
H -1.236 -0.546 2.272
N 3.008 -0.106 0.725
H 1.891 -1.066 -1.516
O -2.877 -2.553 -0.920
C 4.040 -0.128 -0.172

As for the net charge: 0. As for the multiplicity: 1. The calculation puts the HOMO energy at -9.1711 eV. The gap between HOMO and LUMO comes out at 0.352 hartree.

***

The molecule C10H14N4S, computed with ωB97M-V/def2-TZVPD.

Atoms and positions in Å:
H 3.093 -2.555 -0.328
H -3.313 -1.182 1.069
C 2.795 -3.088 0.604
N 0.636 3.815 -2.079
H -0.408 2.277 1.456
H -1.828 2.090 0.304
H -3.924 0.523 -1.277
N 1.175 1.895 -1.293
N 0.860 -0.024 0.815
C 2.182 -2.020 1.502
H -2.312 -0.290 -1.740
H 3.702 -3.480 1.175
C -0.712 1.784 0.487
C -2.821 -0.412 0.457
N -0.348 3.562 -1.179
C -0.449 0.361 0.583
C 0.022 2.414 -0.575
C -3.242 -0.305 -1.108
H 2.580 3.073 -2.580
H 2.038 -3.782 0.565
S -0.517 -2.204 0.948
H -3.676 -1.198 -1.295
C 1.562 2.930 -2.054
H 1.952 -2.405 2.472
H 2.903 -1.249 1.721
C -1.332 -0.734 0.458
H -3.146 0.498 1.078
C 0.922 -1.332 0.966
H 1.607 1.037 -1.150

As for the net charge: 0. As for the multiplicity: 1. The calculation puts the HOMO energy at -8.8334 eV. The gap between HOMO and LUMO comes out at 0.336 hartree.

***

A 2-piece molecular cluster, C10H14NO2 overall, computed with ωB97M-V/def2-TZVPD.

Atoms and positions in Å:
H -1.903 3.400 0.425
C -0.060 1.406 -0.484
C 1.946 0.406 -1.565
C 3.835 -0.275 -0.232
H -2.704 1.155 -1.617
C 3.205 -0.199 -1.410
C 3.156 0.255 0.909
C -1.986 2.290 0.146
O -0.696 1.663 0.540
O -0.629 1.642 -1.660
H 1.399 0.605 -2.525
C -1.454 -2.051 1.053
H 1.323 1.193 1.710
H -1.636 -2.900 1.673
H -2.762 1.844 0.840
H -2.393 2.819 -1.892
C -2.005 1.997 -1.364
H 4.800 -0.791 -0.093
H 3.647 -0.731 -2.169
N -0.212 -1.269 1.438
C 1.296 0.791 -0.393
H -0.384 -0.636 2.113
H 3.521 0.069 1.953
H -2.233 -1.417 1.138
H -1.067 -2.338 0.013
C 1.881 0.739 0.873
H 0.509 -1.919 1.721

As for the net charge: +1. As for the multiplicity: 1. The calculation puts the HOMO energy at -12.2469 eV. The gap between HOMO and LUMO comes out at 0.296 hartree.

***

An isolated ion of composition C10H14NO3 and charge +1, computed with ωB97M-V/def2-TZVPD.

Atoms and positions in Å:
H -3.098 0.904 -2.123
H 0.426 2.483 -1.087
O 1.625 -1.411 3.767
H -3.528 -2.305 -1.861
H -3.091 -1.383 -3.458
H -1.327 -2.318 -1.003
H 2.324 4.056 -0.021
C 1.792 -1.312 2.424
C 1.929 0.182 1.727
C 0.949 0.644 0.453
H 0.820 -2.926 1.717
H 3.942 3.504 1.917
C -2.945 -1.364 -2.297
C -1.345 -1.463 -1.836
H 0.561 -1.463 -0.327
H -4.721 -0.066 -1.614
N 2.188 3.096 0.400
C -0.109 -0.509 -0.073
O -0.833 -0.157 -1.304
C 3.121 2.724 1.541
H -0.899 -0.794 0.775
H -0.680 -1.862 -2.717
C 1.122 2.148 -0.188
H -3.275 0.032 -0.400
C -3.553 -0.029 -1.554
O 1.785 -2.596 1.680
H 3.769 0.927 3.170
C 3.051 1.259 2.291

As for the net charge: +1. As for the multiplicity: 1. The calculation puts the HOMO energy at -13.3706 eV. The gap between HOMO and LUMO comes out at 0.275 hartree.

***

The following F_max values (in eV Å⁻¹) correspond, in order, to the records above: 0.86, 4.74, 5.71, 9.38.
The following E_tot values (in Eh) correspond, in order, to the records above: -1273.37190, -1006.58890, -594.36622, -669.26241.
The following energy relative to the best compared isomer or geometry (same formula, charge and spin) values (in kcal per mole) correspond, in order, to the records above: 0.0, 47.0, 61.2, 224.5.